Entry 1:
{
  "formula": "C4H9N8O3",
  "method": "ωB97M-V/def2-TZVPD",
  "species": ["C", "C", "C", "C", "N", "N", "N", "N", "N", "N", "N", "N", "O", "O", "O", "H", "H", "H", "H", "H", "H", "H", "H", "H"],
  "positions_angstrom": [[2.5677, -1.0845, 1.5976], [-3.9108, -0.4625, -2.4379], [2.1723, 0.2994, 1.0867], [-2.5512, -0.3703, -1.7242], [3.7011, -1.4864, 1.2624], [-4.7932, -0.0544, -1.6254], [1.2960, 0.0231, 0.0343], [3.4895, 0.6508, 0.4602], [-2.8917, 0.2030, -0.5388], [-1.2982, -0.5790, -2.1022], [0.0913, 0.0066, 0.0653], [1.6834, 1.2743, 2.0544], [-0.6348, 0.3835, 1.1142], [4.3447, -0.5347, 0.6117], [-4.3277, 0.2664, -0.4984], [1.9395, -1.8030, 2.2439], [-4.0915, -1.1582, -3.3285], [3.5461, 0.9392, -0.5292], [-2.4361, 0.3279, 0.3620], [-1.1751, -0.9247, -3.0887], [-0.6479, -0.2866, -1.2985], [-0.1627, 0.7638, 1.7863], [1.6959, 2.1976, 1.7096], [2.3931, 1.4087, 2.7831]],
  "total_charge": 1,
  "lumo_energy_ev": -3.767,
  "de_lowest_ev": 5.187
}

---

Entry 2:
{
  "formula": "C43H41BCuF4OP2",
  "method": "ωB97M-V/def2-TZVPD",
  "species": ["Cu", "C", "C", "C", "C", "C", "C", "C", "C", "P", "C", "C", "C", "C", "C", "C", "C", "C", "C", "C", "C", "C", "C", "O", "C", "C", "C", "C", "C", "C", "P", "C", "C", "C", "C", "C", "C", "C", "C", "C", "C", "C", "C", "H", "H", "H", "H", "H", "H", "H", "H", "H", "H", "H", "H", "H", "H", "H", "H", "H", "H", "H", "H", "H", "H", "H", "H", "H", "H", "H", "H", "H", "H", "H", "H", "F", "B", "F", "F", "F", "C", "C", "C", "C", "H", "H", "H", "H", "H", "H", "H", "H", "H"],
  "positions_angstrom": [[-3.9097, -13.6662, -9.8498], [-2.5514, -20.0416, -14.8810], [-1.2170, -19.3471, -14.4683], [0.0137, -19.9875, -15.1511], [-1.1103, -19.3275, -12.9630], [-0.3027, -20.1945, -12.2150], [-0.2884, -20.1423, -10.8491], [-1.0183, -19.2136, -10.1422], [-1.8020, -18.2968, -10.8021], [-2.7002, -16.9031, -9.9969], [-1.6832, -16.7037, -8.5313], [-0.3352, -16.4533, -8.5640], [0.3360, -16.0864, -7.4169], [-0.3354, -15.9465, -6.2039], [-1.6811, -16.2932, -6.1141], [-2.3269, -16.6276, -7.2910], [-4.1365, -17.7797, -9.2713], [-5.3136, -17.0435, -9.1853], [-6.5017, -17.6143, -8.6820], [-6.4866, -18.9708, -8.3231], [-5.2893, -19.7258, -8.4737], [-4.1435, -19.1683, -8.9870], [-1.8521, -18.4015, -12.2193], [-2.6485, -17.5022, -12.8868], [-2.1046, -17.0275, -14.0545], [-2.3924, -15.6975, -14.4209], [-1.8372, -15.2386, -15.5940], [-0.9860, -15.9830, -16.3693], [-0.7314, -17.2866, -15.9796], [-1.2913, -17.8394, -14.8500], [-3.5273, -14.6650, -13.3369], [-2.7550, -13.0312, -13.5020], [-3.6297, -11.9571, -13.2610], [-3.1864, -10.6469, -13.2992], [-1.8617, -10.4120, -13.5730], [-0.9884, -11.4716, -13.7738], [-1.4503, -12.7841, -13.7525], [-4.9948, -14.3349, -14.3871], [-6.2165, -14.6168, -13.7927], [-7.3892, -14.2419, -14.4595], [-7.3399, -13.5818, -15.6940], [-6.1218, -13.2741, -16.2383], [-4.9589, -13.6579, -15.6309], [-2.4680, -21.0827, -14.6434], [-2.6804, -19.8810, -15.9680], [-3.4224, -19.6430, -14.3569], [0.1059, -21.0840, -14.9418], [0.9608, -19.5388, -14.7853], [-0.1182, -19.9014, -16.2640], [0.2575, -20.9568, -12.7301], [0.2535, -20.9290, -10.3765], [-0.9649, -19.1686, -9.0559], [0.1876, -16.4914, -9.5158], [1.3893, -15.8938, -7.5284], [0.2677, -15.6138, -5.4010], [-2.2584, -16.3046, -5.1663], [-3.3718, -16.8021, -7.2449], [-5.4171, -15.9881, -9.4961], [-7.4473, -17.0787, -8.6105], [-7.3792, -19.4761, -7.9327], [-5.3187, -20.7646, -8.1308], [-3.2601, -19.7517, -9.2211], [-2.0080, -14.1706, -15.8791], [-0.5231, -15.5777, -17.2990], [-0.0545, -17.8795, -16.5205], [-4.6978, -12.1357, -12.9637], [-3.9175, -9.9133, -13.0165], [-1.4969, -9.4138, -13.5951], [0.0492, -11.2838, -14.0162], [-0.7345, -13.5781, -13.9560], [-6.2866, -15.0899, -12.8150], [-8.3406, -14.4530, -14.0368], [-8.2520, -13.2432, -16.2053], [-5.9924, -12.7588, -17.1930], [-4.0273, -13.3604, -16.0706], [-7.5758, -14.0399, -8.8160], [-7.1926, -13.9402, -10.1533], [-7.8728, -14.8865, -10.9708], [-7.3427, -12.6788, -10.6395], [-5.7151, -14.3409, -10.1553], [-0.4299, -11.1911, -9.9443], [-1.8859, -11.6090, -10.0270], [-2.7683, -10.5619, -9.4066], [-2.1255, -13.0524, -9.4810], [-0.2111, -10.2030, -10.2719], [0.1406, -11.8489, -10.6122], [0.0664, -11.2857, -8.9662], [-2.1077, -11.6690, -11.1227], [-2.6986, -10.6708, -8.3337], [-3.7786, -10.7216, -9.6876], [-2.3836, -9.5621, -9.6612], [-1.9612, -13.0693, -8.3808], [-1.3914, -13.7046, -9.9609]],
  "total_charge": -1,
  "lumo_energy_ev": 2.241,
  "de_lowest_ev": 0.000
}

---

Entry 3:
{
  "formula": "B2F20P2Sr",
  "method": "ωB97M-V/def2-TZVPD",
  "species": ["Sr", "P", "F", "F", "F", "F", "F", "F", "P", "F", "F", "F", "F", "F", "F", "B", "F", "F", "F", "F", "B", "F", "F", "F", "F"],
  "positions_angstrom": [[-24.5267, 14.3410, -29.5054], [-26.2062, 13.7765, -25.4923], [-25.4017, 15.1263, -26.1122], [-27.2333, 14.8579, -24.7963], [-27.2091, 13.8190, -26.7634], [-27.0523, 12.4980, -24.7801], [-25.2656, 12.7462, -26.2793], [-25.0855, 13.7808, -24.3290], [-19.7469, 12.9997, -29.3656], [-21.0885, 12.1405, -28.8405], [-18.8193, 12.0760, -28.3084], [-19.5843, 12.1121, -30.7276], [-18.4305, 13.8853, -29.6921], [-20.8816, 13.9793, -30.0747], [-20.1281, 14.0016, -28.1190], [-25.1073, 17.8665, -30.4416], [-24.1241, 17.8095, -29.3807], [-25.3773, 19.1253, -30.9265], [-24.7214, 17.0857, -31.5213], [-26.2636, 17.2915, -29.8552], [-25.6778, 11.7828, -32.2278], [-25.9270, 13.0520, -32.5642], [-24.4127, 11.7565, -31.8096], [-26.4518, 11.4670, -31.1498], [-25.8886, 11.0172, -33.3342]],
  "total_charge": -2,
  "lumo_energy_ev": 3.051
}

---

Entry 4:
{
  "formula": "C8H13N2OS",
  "method": "ωB97M-V/def2-TZVPD",
  "species": ["C", "C", "C", "C", "C", "C", "C", "C", "N", "N", "O", "S", "H", "H", "H", "H", "H", "H", "H", "H", "H", "H", "H", "H", "H"],
  "positions_angstrom": [[-0.9984, -1.4904, 1.6189], [-0.2148, 0.9289, 0.3543], [2.0686, -0.1350, -0.5322], [-1.6888, -1.3961, 0.3045], [-2.3384, -0.0377, 0.0980], [3.1095, -1.0246, -0.9782], [-1.7428, 2.0756, -0.9873], [2.2698, 0.5957, 0.7731], [-0.1001, -0.7424, 1.9593], [-1.4088, 1.0067, -0.1403], [0.9814, -0.2031, -1.0813], [1.1088, 1.9757, 0.7045], [-1.3679, -2.1987, 2.3701], [-1.1736, -1.4566, -0.6416], [-2.5033, -2.1667, 0.0384], [-3.2095, 0.0758, -0.4621], [-2.8418, 0.1770, 1.1043], [4.1093, -0.6080, -1.1486], [3.2947, -1.5716, -0.0852], [2.8431, -1.6543, -1.7902], [-1.4500, 1.8336, -2.0313], [-2.8080, 2.3151, -1.1144], [-1.0827, 2.9311, -0.6719], [3.2412, 1.0102, 0.9633], [1.9025, -0.2400, 1.3760]],
  "multiplicity": 3,
  "total_charge": 1,
  "lumo_energy_ev": [-3.223, -5.852],
  "s_squared": 2.02,
  "de_lowest_ev": 0.000
}

---

Entry 5:
{
  "formula": "C4H14N2O",
  "method": "ωB97M-V/def2-TZVPD",
  "species": ["N", "C", "C", "O", "H", "H", "H", "H", "H", "H", "H", "C", "C", "N", "H", "H", "H", "H", "H", "H", "H"],
  "positions_angstrom": [[-1.5404, -1.9536, -0.3249], [-1.7817, -1.4207, 1.0308], [-1.3722, 0.0626, 1.1966], [-0.0040, 0.3285, 1.2429], [-1.5011, -2.9656, -0.3321], [-2.2950, -1.7293, -0.9584], [-1.1278, -1.9941, 1.6905], [-2.8469, -1.5144, 1.2626], [-1.7337, 0.3999, 2.1748], [-1.9549, 0.5730, 0.4024], [0.5770, 0.0930, 0.3319], [1.9721, 2.1086, -0.6506], [1.4404, 1.0414, -1.5737], [1.2544, -0.2277, -0.8464], [2.2710, 2.9978, -1.2009], [1.2245, 2.4002, 0.0877], [2.8255, 1.7593, -0.0621], [0.4471, 1.2949, -1.9478], [2.1029, 0.8551, -2.4251], [2.1051, -0.6474, -0.5008], [0.5669, -0.9069, -1.1637]],
  "total_charge": 0,
  "lumo_energy_ev": 1.041,
  "smiles": "NCCO.CCN",
  "de_lowest_ev": 1.569
}

---

Entry 6:
{
  "formula": "C4H15N2O",
  "method": "ωB97M-V/def2-TZVPD",
  "species": ["C", "N", "C", "N", "C", "C", "H", "H", "H", "H", "H", "H", "H", "H", "H", "H", "H", "H", "H", "H", "H", "O"],
  "positions_angstrom": [[0.3587, -1.2692, 0.7529], [1.4963, -1.1334, 1.7988], [0.9997, -1.1082, -0.6657], [0.9288, 0.5290, -0.9891], [-0.4974, 1.2034, -1.0137], [-1.6523, 0.3631, -1.6668], [-0.1685, -2.2951, 0.8300], [-0.4629, -0.6004, 1.2078], [2.0678, -1.9305, 1.6701], [1.0687, -1.0566, 2.6496], [1.9555, -1.6179, -0.6918], [0.3117, -1.5479, -1.5137], [1.6303, 1.0809, -0.4034], [1.3361, 0.6370, -2.0245], [-0.6256, 2.2015, -1.4551], [-0.7335, 1.6012, 0.0585], [-1.5883, -0.6432, -1.3603], [-2.6622, 0.8525, -1.4137], [-1.5443, 0.4604, -2.7661], [-0.0159, 1.0965, 2.2785], [-1.3359, 1.9091, 2.6705], [-0.8667, 1.2679, 2.0474]],
  "multiplicity": 2,
  "total_charge": 2,
  "lumo_energy_ev": [-7.221, -13.551],
  "s_squared": 0.75,
  "de_lowest_ev": 4.134
}

---

For reference, DFT total energy by record: -22341.166 -122075.497 -75145.244 -24357.092 -9402.038 -9396.771 eV.